No. 1
Below is a cluster of 2 separate species, CH4ClNO in total, with properties calculated with wB97M-V/def2-TZVPD.

The geometry in XYZ format:
```
8
Properties=species:S:1:pos:R:3:forces:R:3
C 0.1659 0.3521 -0.2477 0.332 -0.332 0.554
N -0.3744 -0.7264 0.4096 0.203 0.648 -6.552
O -0.1914 1.5766 0.1565 0.865 -0.056 1.298
Cl 2.6422 -0.1746 0.1830 -1.145 0.625 -0.201
H 0.4626 0.3734 -1.3199 -0.302 -1.086 1.011
H -0.3516 -0.9028 1.3522 0.164 0.055 2.516
H -0.4176 -1.5506 -0.2563 0.318 1.222 1.761
H 0.5024 2.2790 0.1101 -0.434 -1.076 -0.387
```
Forces are in eV/Å.

Summary:
energy above the lowest of the compared OMol25 structures with the same formula, charge and spin	168.4	kJ/mol
multiplicity	1
total energy	-630.64591	Eh
gap between HOMO and LUMO	8.82	eV

***

No. 2
Below is a structure of composition C37H46Cl3GeO6ReSi, with properties calculated with wB97M-V/def2-TZVPD.

The geometry in XYZ format:
```
95
Properties=species:S:1:pos:R:3:forces:R:3
Re 0.3595 0.2072 0.4628 -0.191 -0.095 -0.067
Cl 6.2410 -2.2365 3.5197 -0.016 0.009 -0.012
C 5.0574 -1.5296 2.4901 0.094 -0.057 0.060
C 3.7650 -1.3622 2.9566 -0.035 0.024 -0.040
C 2.8733 -0.7959 2.0702 -0.183 -0.016 0.111
Cl 1.1955 -0.4648 2.5476 0.159 0.047 0.148
C 3.1677 -0.3865 0.7862 -0.072 0.050 -0.091
O 2.2442 0.1924 -0.0109 0.358 -0.206 -0.167
C 4.4823 -0.5725 0.3582 0.059 -0.041 -0.009
Cl 4.9179 -0.0840 -1.2341 -0.011 -0.003 0.001
C 5.4174 -1.1388 1.2034 0.014 0.004 -0.046
H 3.4812 -1.6617 3.9559 0.002 0.010 -0.018
H 6.4334 -1.2805 0.8611 -0.013 0.008 0.011
O -0.6402 0.5096 -1.5876 0.227 0.181 0.045
H -0.1486 0.2082 -2.3694 0.307 0.127 -0.059
H -1.5372 -0.0126 -1.6235 -0.653 0.194 0.077
C -3.7882 -4.7982 -0.6552 -0.015 -0.013 -0.033
C -3.3154 -4.1848 0.6516 0.043 0.038 0.010
C -2.0723 -4.8788 1.1792 0.041 -0.028 0.017
C -4.4204 -4.1614 1.6897 -0.026 -0.011 0.024
O -2.9781 -2.7727 0.4161 -0.099 0.056 -0.066
Si -1.9935 -1.9947 -0.5534 0.105 -0.175 0.315
O -0.9527 -1.0679 0.4028 -0.143 -0.079 0.093
O -1.0822 -2.8432 -1.5417 -0.107 -0.117 -0.039
C 0.2437 -3.2118 -1.9818 0.005 0.080 0.033
C 0.7252 -2.1324 -2.9557 0.127 0.054 -0.033
C 1.1790 -3.3239 -0.7866 0.088 -0.024 -0.009
C 0.0984 -4.5565 -2.6720 -0.030 -0.013 -0.072
O -2.7297 -0.8143 -1.4486 -0.013 -0.232 -0.106
C -4.0853 -0.2157 -1.4617 -0.026 0.185 0.059
C -4.1358 0.5857 -2.7511 0.042 0.036 -0.008
C -4.1977 0.6806 -0.2363 0.037 0.061 -0.003
C -5.1435 -1.3027 -1.4608 0.111 -0.116 -0.048
H -4.0284 -5.8513 -0.5030 0.001 0.025 0.007
H -3.0133 -4.7370 -1.4225 -0.014 0.002 0.024
H -4.6884 -4.2980 -1.0150 0.029 -0.003 0.000
H -2.2906 -5.9252 1.3966 -0.005 0.030 0.002
H -1.7283 -4.4033 2.0994 -0.004 0.000 -0.028
H -1.2701 -4.8510 0.4384 -0.032 -0.008 0.008
H -4.7308 -5.1793 1.9290 0.019 0.022 -0.014
H -5.2901 -3.6205 1.3138 0.022 -0.010 0.014
H -4.0753 -3.6814 2.6063 -0.014 -0.007 -0.027
H 1.2983 -1.3519 -2.4397 -0.058 0.006 0.020
H -0.1301 -1.6930 -3.4748 -0.003 -0.093 -0.078
H 1.3864 -2.5506 -3.7154 0.010 0.004 0.051
H 1.2534 -2.3760 -0.2460 -0.019 -0.028 -0.004
H 2.1854 -3.5708 -1.1305 -0.034 -0.031 -0.007
H 0.8513 -4.1011 -0.0953 -0.005 0.039 -0.010
H -0.5775 -4.4760 -3.5242 0.006 0.000 0.015
H -0.3005 -5.2992 -1.9796 0.003 0.027 -0.011
H 1.0676 -4.9050 -3.0316 -0.026 0.016 0.022
H -3.3488 1.3469 -2.7686 -0.049 0.001 0.020
H -5.0967 1.0944 -2.8393 0.040 -0.008 0.014
H -4.0090 -0.0663 -3.6154 -0.025 -0.010 0.009
H -3.5574 1.5638 -0.3328 -0.062 -0.264 -0.005
H -3.9333 0.1361 0.6735 -0.032 -0.023 -0.035
H -5.2214 1.0396 -0.1221 0.000 -0.018 -0.043
H -4.9866 -1.9949 -2.2905 0.002 0.021 0.015
H -6.1223 -0.8387 -1.5891 0.034 -0.015 0.012
H -5.1459 -1.8624 -0.5268 0.004 0.041 0.005
C 0.3224 2.0688 0.2310 -0.001 0.548 0.437
Ge -0.4400 2.7546 -1.3827 -0.227 -0.369 -0.202
C -1.9505 3.8675 -1.2016 -0.121 0.137 -0.033
C -2.2305 4.8413 -2.1693 -0.032 -0.038 0.000
C -3.2384 5.7647 -1.9465 -0.016 -0.016 -0.010
C -3.9687 5.7201 -0.7662 -0.031 -0.001 0.030
C -3.6899 4.7647 0.2064 -0.041 0.042 -0.036
C -2.6789 3.8466 -0.0051 0.117 0.006 0.044
C 1.1667 2.9987 1.0059 0.107 -0.214 -0.103
C 1.1701 2.9817 2.4044 -0.040 0.001 -0.011
C 2.0067 3.8281 3.1143 -0.007 0.003 0.009
C 2.8654 4.6847 2.4399 0.019 0.018 0.054
C 2.8612 4.7253 1.0507 -0.032 -0.014 -0.042
C 2.0105 3.8993 0.3379 0.011 0.095 0.003
C 0.5949 2.6090 -2.9658 0.290 0.239 -0.238
C 1.9103 2.1332 -2.8769 -0.038 0.005 0.117
C 2.6690 1.9811 -4.0256 -0.022 -0.031 -0.074
C 2.1184 2.2879 -5.2646 0.027 -0.026 -0.017
C 0.8067 2.7332 -5.3637 0.011 -0.032 -0.010
C 0.0425 2.8960 -4.2191 0.013 0.014 0.041
H -1.6557 4.8995 -3.0843 0.009 0.001 0.010
H -3.4515 6.5216 -2.6897 0.004 -0.016 0.016
H -4.7566 6.4432 -0.5959 0.026 -0.018 -0.004
H -4.2559 4.7474 1.1285 0.016 0.001 -0.016
H -2.4520 3.1148 0.7636 0.039 0.069 -0.009
H 0.4752 2.3405 2.9305 0.012 -0.041 0.010
H 1.9851 3.8242 4.1964 0.001 -0.011 -0.023
H 3.5272 5.3356 2.9971 -0.031 -0.015 -0.022
H 3.5145 5.4094 0.5249 -0.014 -0.023 0.009
H 2.0215 3.9532 -0.7471 0.002 -0.042 0.019
H 2.3446 1.8758 -1.9140 -0.007 0.027 -0.045
H 3.6889 1.6248 -3.9577 -0.026 0.009 0.011
H 2.7140 2.1711 -6.1609 -0.009 0.011 0.016
H 0.3801 2.9555 -6.3327 0.005 -0.003 0.009
H -0.9846 3.2265 -4.3141 0.013 0.030 0.008
```
Forces are in eV/Å.

Summary:
energy above the lowest of the compared OMol25 structures with the same formula, charge and spin	39.0	kJ/mol
multiplicity	1
total energy	-5713.86178	Eh
gap between HOMO and LUMO	6.70	eV
total charge	+2

***

No. 3
Below is the molecule C5H8N2O2, with properties calculated with wB97M-V/def2-TZVPD.

The geometry in XYZ format:
```
17
Properties=species:S:1:pos:R:3:forces:R:3
C -1.7127 0.3648 0.4985 -2.767 -0.390 0.720
N -1.0903 0.1479 -0.5611 0.532 -0.636 -0.381
C -0.7090 -1.2371 -1.0448 -0.912 4.994 -0.887
C 0.6652 -0.9558 -1.6433 0.863 2.516 2.485
C 1.5591 -0.4601 -0.4202 -0.493 -0.904 -0.548
C 1.1901 0.5154 0.3481 0.646 0.581 0.253
N 0.9995 1.4329 1.1922 -0.433 -2.723 -0.178
O 1.2836 2.6234 1.2139 0.097 1.236 0.303
O 0.1574 0.9017 2.2926 1.073 0.099 -0.943
H -1.8838 1.4364 0.6978 -0.088 -0.537 0.329
H -2.3717 -0.3925 1.1526 1.867 1.197 -1.156
H -1.4898 -1.3425 -1.7622 -0.305 -1.045 -0.919
H -0.8381 -1.8253 -0.2044 0.466 -2.077 1.284
H 0.7738 -0.0677 -2.3602 -0.867 -1.830 0.549
H 1.0919 -1.8529 -1.9080 1.169 -1.806 -1.484
H 2.4483 -1.0431 -0.1289 -0.324 0.358 -0.314
H -0.0735 1.7545 2.6376 -0.524 0.968 0.887
```
Forces are in eV/Å.

Summary:
energy above the lowest of the compared OMol25 structures with the same formula, charge and spin	801.9	kJ/mol
multiplicity	1
total energy	-455.05305	Eh
gap between HOMO and LUMO	9.33	eV

***

No. 4
Below is a cluster of 2 separate species, C5H9Br2FO6S in total, with properties calculated with wB97M-V/def2-TZVPD.

The geometry in XYZ format:
```
24
Properties=species:S:1:pos:R:3:forces:R:3
O -0.9260 -2.4685 2.4605 -0.576 -0.622 0.093
C -0.1383 -1.6275 2.2511 -0.011 0.191 0.513
O 0.9972 -1.4543 2.8692 0.391 0.245 -0.165
C 2.0885 -0.7808 2.2101 0.320 0.206 -0.079
C 3.4054 -1.4921 2.5421 -0.135 -0.139 -0.379
O 3.2320 -2.8837 2.7238 0.181 0.080 -0.116
O -0.4414 -0.5588 1.3555 0.376 0.233 -0.226
S -0.5686 -0.9399 -0.1591 0.417 0.163 -0.286
O -0.3831 0.2464 -0.9057 -0.206 -0.217 0.152
O 0.1600 -2.1263 -0.4142 -0.040 0.066 -0.004
F -2.0617 -1.2987 -0.2019 -0.308 -0.023 -0.087
H 2.1289 0.2604 2.5289 -0.107 -0.003 0.119
H 1.9564 -0.7782 1.1328 -0.246 -0.200 -0.056
H 4.0571 -1.3093 1.6843 0.165 0.183 0.116
H 3.8844 -1.0542 3.4145 -0.119 -0.193 0.230
H 3.4619 -3.3310 1.9014 -0.104 0.009 0.179
Br -0.8845 3.8194 -2.2881 -0.040 0.029 0.025
C -2.3026 2.5073 -2.4944 0.148 0.004 -0.004
C -2.9370 2.5746 -3.8569 -0.176 0.047 0.000
Br -4.1236 4.1059 -4.0378 0.057 -0.003 -0.019
H -3.0150 2.6897 -1.6968 -0.041 0.000 -0.009
H -1.8257 1.5435 -2.3433 0.009 -0.024 -0.024
H -3.5623 1.7011 -4.0258 0.006 -0.018 0.027
H -2.2021 2.6552 -4.6504 0.036 -0.014 0.000
```
Forces are in eV/Å.

Summary:
multiplicity	1
total energy	-6293.42025	Eh
gap between HOMO and LUMO	10.34	eV

***

No. 5
Below is the molecule C2H8BN, with properties calculated with wB97M-V/def2-TZVPD.

The geometry in XYZ format:
```
12
Properties=species:S:1:pos:R:3:forces:R:3
B -0.5492 1.3629 0.5927 2.815 0.406 -1.817
N -0.1533 0.1593 -0.0215 0.860 2.464 0.789
C 1.2116 -0.0612 -0.4979 -0.444 1.381 -1.490
C -0.8859 -1.0414 0.0362 -2.589 -0.313 -0.063
H 0.2160 2.3398 0.5188 -0.452 -0.858 0.157
H -1.5617 1.5204 1.0314 -2.049 -0.082 0.958
H 1.7677 0.8248 -0.3580 0.495 1.252 0.141
H 1.7248 -0.7597 0.0768 0.651 -1.676 1.100
H 1.3804 -0.3074 -1.5744 -0.861 -0.096 0.612
H -1.8039 -1.0129 -0.6522 1.518 -0.513 0.658
H -0.0978 -1.6893 -0.1854 0.002 -2.410 -0.912
H -1.2486 -1.3351 1.0337 0.055 0.444 -0.133
```
Forces are in eV/Å.

Summary:
energy above the lowest of the compared OMol25 structures with the same formula, charge and spin	153.2	kJ/mol
multiplicity	1
total energy	-160.58007	Eh
gap between HOMO and LUMO	10.46	eV

***

No. 6
Below is a structure of composition C17H18N4O2OsS, with properties calculated with wB97M-V/def2-TZVPD.

The geometry in XYZ format:
```
43
Properties=species:S:1:pos:R:3:forces:R:3
N 0.7979 3.0726 0.5111 -0.493 0.551 -0.023
C 0.6670 4.2219 0.5790 0.123 -0.735 -0.417
C 0.5129 5.6601 0.5876 0.043 0.380 0.182
H -0.5475 5.9320 0.5458 0.184 -0.050 0.022
H 1.0314 6.1036 -0.2717 -0.062 -0.141 0.177
H 0.9502 6.0505 1.5117 -0.049 0.075 -0.116
N 2.9247 -1.8691 0.1354 0.177 -0.158 -1.084
C 3.8023 -2.4655 -0.3423 -0.042 0.036 0.583
C 4.9649 -3.2439 -0.7651 -0.015 -0.026 -0.281
H 5.5254 -2.7262 -1.5705 -0.264 -0.150 0.542
H 4.6522 -4.2321 -1.1463 0.013 0.358 0.226
H 5.5962 -3.3847 0.1273 -0.061 0.053 -0.308
N -2.4667 -2.0573 0.4824 -0.740 0.366 0.037
C -3.5874 -2.3339 0.5844 0.800 0.013 -0.493
C -4.9792 -2.7265 0.6115 -0.359 -0.143 0.175
H -5.1039 -3.5312 1.3436 -0.065 0.065 -0.112
H -5.2935 -3.0811 -0.3793 0.143 0.051 0.229
H -5.6055 -1.8784 0.9030 0.044 -0.134 -0.017
Os 0.6863 -0.4357 -0.3316 1.585 -0.955 3.128
C 0.2709 -1.9837 0.8279 -0.999 -4.838 5.927
O 0.0635 -2.8014 1.6308 1.174 3.676 -4.105
C 1.9236 0.5835 0.8320 4.022 2.950 5.965
O 2.5840 1.1125 1.6339 -2.932 -2.650 -4.176
C 1.0663 0.9834 -1.9111 0.866 1.635 -0.871
C -0.3093 1.0365 -1.6872 -1.806 0.824 -1.225
C -1.0651 -0.1396 -1.6858 -1.475 1.275 -1.262
C -0.4461 -1.3686 -1.9113 -1.105 -1.485 -0.884
C 0.8977 -1.3968 -2.3078 0.365 -1.227 -1.680
C 1.6479 -0.2279 -2.3070 1.323 0.140 -1.728
H 1.6173 1.9164 -1.8048 0.196 -0.260 -0.186
H -0.7556 2.0023 -1.4631 0.222 -0.116 -0.076
H -2.1289 -0.1384 -1.4610 0.204 -0.145 -0.091
H -1.0674 -2.2553 -1.8038 0.304 -0.101 -0.181
H 1.3811 -2.3400 -2.5374 -0.078 -0.051 -0.005
H 2.7055 -0.2768 -2.5420 0.021 0.101 0.016
S -2.9952 1.8993 1.9623 1.149 -0.699 1.499
C -1.8152 1.1587 3.0176 -2.424 1.537 0.455
C -0.8061 0.5116 2.3288 0.706 -0.464 -2.801
N -0.9863 0.6152 0.9651 0.334 -0.180 1.567
C -2.0683 1.3083 0.6392 -0.446 0.302 0.427
H -1.8712 1.2053 4.0920 -0.255 0.160 0.392
H 0.0605 -0.0315 2.7513 -0.718 0.439 -0.103
H -2.4311 1.5518 -0.3747 0.390 -0.278 0.675
```
Forces are in eV/Å.

Summary:
expectation value of S²	6.03
energy above the lowest of the compared OMol25 structures with the same formula, charge and spin	0.0	kJ/mol
multiplicity	5
total energy	-1515.08965	Eh
gap between HOMO and LUMO (spin up / spin down)	7.82 / 5.16	eV
total charge	+4